# 1
Molecular formula: C33H94N6O11
Method: DFT, ωB97M-V/def2-TZVPD

Calculated values
Frontier orbital gap in Ha: 0.3407
HOMO energy in eV: -8.85
ΔE to the lowest compared entry with this formula, charge and spin in kcal/mol: 3.8
Spin multiplicity: 1

```
144
Properties=species:S:1:pos:R:3:forces:R:3:mulliken_charge:R:1
H -0.944 3.145 0.586 0.05 0.06 0.13 -0.052
H -5.301 -3.146 3.656 0.20 0.18 0.02 0.147
H -1.695 6.798 0.910 -0.05 0.06 -0.09 0.287
O 1.312 -1.141 1.750 -0.22 -0.13 -0.58 -0.418
H -1.362 -4.884 -2.278 -0.11 0.14 -0.06 0.125
C 1.225 -2.568 1.825 0.84 0.08 1.01 -0.604
H 4.835 -1.415 -3.796 -0.36 0.08 -0.11 0.328
H 6.236 -5.275 -3.467 -0.18 -0.05 -0.08 0.257
H -1.253 -2.940 -0.610 0.22 0.12 0.26 -0.339
C -0.718 2.163 -5.596 -0.93 -0.24 -0.65 0.322
H 1.555 0.402 -1.180 0.10 -0.21 0.32 0.013
H -1.844 1.174 -0.545 -0.28 -0.23 -0.07 -0.472
N 5.524 -4.632 -3.127 0.23 0.43 -0.32 -0.774
H -0.347 5.726 1.310 -0.06 -0.07 0.18 0.102
H 6.586 -3.057 -4.067 -0.03 0.23 0.26 0.302
C -4.113 -3.396 5.482 0.38 -0.08 -0.40 0.817
H 5.882 -4.311 -2.230 -0.24 -0.21 0.11 0.274
N -0.442 3.551 -5.204 -0.28 0.73 -0.99 -0.596
C 0.064 -3.426 -3.045 -0.08 -0.17 -1.02 1.126
H 5.468 -2.939 -6.090 -0.01 0.02 0.01 0.361
H 0.750 0.986 3.805 0.01 -0.04 -0.02 0.424
O 1.393 3.192 4.776 0.40 0.08 -0.23 -0.582
C -0.709 -4.745 -3.144 0.22 0.05 0.72 -1.303
H 0.349 3.179 -1.917 0.02 -0.02 0.04 -0.164
H 4.197 7.520 2.733 -0.28 0.20 0.03 0.265
H 1.677 -4.312 -3.575 0.27 0.13 -0.27 0.360
C -2.991 -3.376 0.625 -0.48 0.07 -0.48 0.447
H -1.017 3.487 5.819 -0.24 0.01 -0.04 0.482
H 5.149 5.016 3.950 -0.23 0.11 -0.01 0.304
H 4.717 6.043 1.062 0.47 -0.18 0.14 0.306
H -2.309 0.056 4.246 -0.06 0.09 -0.26 0.528
O 4.099 3.657 0.724 -0.08 -0.25 0.26 -0.461
C -0.790 -2.276 -3.558 0.30 0.39 0.21 -0.768
H 2.765 6.968 2.103 0.13 0.31 0.07 0.226
H -3.675 -2.354 2.170 -0.52 0.46 -0.17 0.116
H -1.560 -0.858 2.874 -0.22 0.16 -0.08 -0.389
H -1.128 -2.398 -4.588 0.15 -0.40 -0.02 0.651
C -2.985 2.681 0.112 -1.11 -0.54 0.74 0.338
O 1.240 -3.506 -3.875 -0.21 -0.13 0.15 -0.596
C 4.712 -2.370 -3.275 0.56 -0.22 -0.49 -0.184
C -2.181 -4.202 1.632 1.11 0.63 -0.92 -0.069
H -1.295 4.106 -5.304 -0.14 -0.31 0.50 0.210
H -1.457 -3.562 2.139 -0.57 0.34 0.48 -0.419
H -3.847 -1.265 5.738 -0.14 0.11 -0.30 0.376
H -1.872 2.463 4.614 -0.05 0.36 0.03 0.216
C -5.414 -3.395 4.707 -0.64 -0.19 0.05 -1.278
H -0.145 3.842 3.500 0.13 0.21 0.18 -0.056
H -0.978 -1.052 4.508 -0.10 -0.28 0.15 0.385
H -1.311 -4.784 -4.049 0.10 -0.03 -0.09 0.318
H 0.808 -2.818 2.803 -0.38 -0.33 -0.21 0.278
H -4.276 1.690 1.613 -0.01 -0.01 -0.35 0.478
H 4.026 1.847 -0.132 -0.03 -0.18 0.09 0.158
H -0.010 -5.584 -3.120 -0.06 -0.05 -0.12 0.481
C -1.885 -6.291 0.539 0.46 -0.02 0.18 -0.744
C 0.161 2.977 4.101 -0.11 -0.67 -0.23 0.888
H 0.626 4.152 -3.929 0.32 0.39 0.64 0.553
C -3.474 0.013 -4.542 0.02 -0.09 0.17 -0.432
H -3.495 -3.928 7.331 -0.07 0.26 0.15 0.281
C 0.481 0.214 -1.053 0.55 0.03 -0.07 0.280
H -6.178 -2.747 5.142 0.25 0.27 0.06 0.414
C -2.093 -2.426 -0.149 -0.55 0.76 -0.12 0.597
C 0.411 1.804 3.155 0.37 -0.60 1.09 -0.101
H 2.445 2.515 0.294 -0.14 -0.26 0.17 -0.137
H 1.234 1.969 2.463 -0.28 0.30 -0.25 -0.405
H 1.324 1.571 -6.031 0.05 0.41 0.24 0.411
H 1.270 3.763 5.539 -0.14 0.12 -0.08 0.347
H 1.944 2.765 -2.548 0.28 0.04 0.32 0.344
H 1.972 -0.804 2.361 0.01 -0.13 0.07 0.118
H -1.126 -7.075 0.506 0.07 0.14 -0.21 0.270
H -2.622 -1.877 -0.934 -0.30 -0.51 -0.15 -0.026
N 3.571 6.727 2.672 -0.20 -0.55 0.01 -0.714
C -1.961 1.694 -4.839 0.58 0.27 0.29 -0.429
O 1.180 4.572 -3.216 -0.28 -0.30 -0.37 -0.683
H -1.710 1.595 -3.773 -0.04 -0.29 0.05 0.069
C -1.819 3.643 0.145 0.40 -0.37 -1.10 -0.291
H 0.306 0.030 0.861 -0.03 0.39 -0.27 -0.857
C 5.465 5.213 2.928 -0.24 -0.45 -0.87 -1.340
C 1.323 3.598 -2.201 -0.52 0.21 -0.33 0.155
C 5.136 -3.726 -5.414 -0.49 0.31 0.31 -1.231
O -2.453 0.497 -5.397 -0.02 -0.15 0.35 -0.400
H -0.484 1.423 2.671 -0.04 0.40 -0.31 -0.363
C -1.887 -0.896 3.912 0.30 0.22 0.16 -0.617
O 5.179 -2.209 -1.941 -0.11 0.16 0.08 -0.457
H -3.882 3.209 -0.229 0.20 0.23 -0.13 0.395
H 3.672 -2.710 -3.290 -0.15 0.22 0.07 -0.093
H -2.872 -4.663 2.343 0.26 -0.45 0.07 0.503
N -4.093 -2.614 1.267 1.00 -0.61 0.61 -0.736
H -5.869 -4.391 4.728 0.18 -0.08 0.04 0.379
C -0.919 2.658 5.115 -0.43 -0.16 -0.08 -1.343
H -1.823 -1.569 0.482 0.61 -0.38 0.28 -0.807
H -1.014 2.075 -6.650 0.14 0.22 -0.08 0.313
H -0.776 5.908 -0.356 -0.38 0.02 -0.21 0.299
H 1.725 4.104 -1.324 0.30 -0.23 0.01 -0.099
H 0.443 -3.242 -2.034 -0.45 0.02 0.17 -0.377
C 4.268 -1.377 -1.257 -0.18 0.16 0.17 -0.593
H 3.519 1.845 1.586 -0.08 0.02 0.09 0.317
H 2.549 5.013 0.966 -0.07 -0.06 -0.09 0.052
H 4.575 -1.128 -0.240 0.45 -0.44 -0.04 0.378
H -0.723 1.752 5.695 0.41 0.04 -0.07 0.326
H 4.048 -3.796 -5.490 0.04 -0.25 -0.12 0.188
N -4.380 -3.652 6.907 0.35 -0.38 -0.27 -0.743
H -2.625 -6.631 1.270 -0.21 0.11 -0.13 0.319
C 0.490 1.291 -5.384 0.26 -0.47 -0.11 -1.264
H -1.679 -2.161 -2.941 0.04 0.04 0.07 0.074
H -4.790 -3.306 1.535 -0.16 0.15 -0.11 0.435
H -4.201 0.808 -4.360 -0.18 -0.07 0.06 0.350
C 3.476 2.387 0.638 0.19 0.50 -0.64 -0.056
H -2.750 2.456 -4.867 0.01 0.15 -0.19 0.406
H -2.575 1.482 1.918 0.24 0.09 -0.19 0.061
H 0.103 4.006 -5.940 0.42 -0.42 0.20 0.303
C 4.316 5.647 2.008 0.17 0.68 -0.43 0.340
H 0.788 1.316 -4.333 0.17 -0.05 -0.05 0.074
N -2.746 1.571 -0.815 0.82 0.45 -0.16 -0.311
O -2.825 -1.935 4.038 -0.08 -0.33 -0.01 -0.015
H -3.487 -4.188 5.048 0.03 -0.07 -0.04 0.156
H 2.949 4.081 2.428 -0.09 -0.31 -0.17 0.059
H -3.362 3.050 2.198 0.11 -0.08 0.04 0.380
H 3.302 -1.889 -1.196 -0.18 0.27 -0.05 0.216
H -3.473 -4.066 -0.077 0.15 -0.06 -0.05 0.434
H 6.240 5.979 2.924 0.02 0.01 0.13 0.391
H 5.896 4.296 2.517 0.15 0.06 0.07 0.285
C -3.307 2.190 1.521 -0.31 0.27 0.72 -1.360
H 5.607 -4.658 -5.723 -0.12 -0.05 -0.08 0.362
O -0.007 0.677 0.193 0.07 -0.06 0.02 1.839
H 4.173 -0.409 -1.762 -0.25 -0.07 -0.18 0.262
O -2.150 4.831 0.808 -0.50 0.01 0.11 -0.424
H 0.286 -0.857 -1.143 0.00 0.02 -0.36 -0.077
H -4.923 -4.511 6.952 -0.21 0.20 0.08 0.279
C 3.371 4.552 1.528 0.22 0.28 1.15 -0.003
C 5.549 -3.415 -3.985 0.91 -0.55 0.47 0.451
H -3.055 -0.297 -3.580 0.03 0.13 0.11 -0.035
H -1.571 3.855 -0.907 0.12 0.12 0.07 0.407
H -0.224 -1.342 -3.548 -0.04 0.02 0.15 -0.117
H 0.299 0.260 -5.691 -0.32 0.00 0.29 0.384
H -3.975 -0.856 -4.962 0.12 0.09 -0.38 0.279
H -3.446 0.851 -0.684 -0.04 0.00 0.09 0.301
H 2.221 -3.019 1.810 0.03 0.06 -0.21 0.443
H 0.052 0.779 -1.882 -0.56 -0.14 0.18 -0.278
C -1.213 5.860 0.648 0.69 -0.05 0.24 -0.550
H -2.326 -6.165 -0.452 -0.16 -0.12 0.06 0.238
H -2.421 -2.200 6.042 0.14 -0.15 -0.08 0.301
O -1.258 -5.092 0.979 -0.98 -0.53 0.38 -0.378
H 0.658 -2.991 1.003 -0.26 0.33 -0.01 0.020
C -3.276 -2.123 5.356 -0.26 0.07 0.78 -1.122
```
Positions in Å, forces in eV/Å.

=====

# 2
Molecular formula: C12H24BNO
Method: DFT, ωB97M-V/def2-TZVPD

Calculated values
Frontier orbital gap in Ha: 0.3053
HOMO energy in eV: -7.92
ΔE to the lowest compared entry with this formula, charge and spin in kcal/mol: 60.5
Spin multiplicity: 1

```
39
Properties=species:S:1:pos:R:3:forces:R:3:nbo_charge:R:1
H 2.745 0.422 -2.630 -0.45 -1.15 0.79 0.188
H -5.253 1.872 0.052 -2.21 -0.34 -0.37 0.271
C 0.340 1.343 1.949 -0.83 0.42 1.70 -0.615
H -0.800 -3.618 -0.729 0.52 -0.01 -0.40 0.209
B -3.523 0.631 -0.418 -0.26 -2.08 0.20 1.103
C 3.043 0.394 0.144 -0.18 -1.83 1.66 -0.434
C -0.531 1.960 -0.421 0.57 -1.09 1.94 -0.615
O -3.073 -0.410 -0.825 0.15 0.27 -0.58 -0.819
H -2.019 -1.888 1.540 1.11 -0.33 -0.23 0.215
C -0.914 -2.157 1.440 -2.07 1.78 0.30 -0.642
C 0.041 -2.908 -0.784 1.77 -1.07 3.05 -0.590
C 2.639 1.449 -0.805 -0.55 4.74 -0.36 -0.440
H -1.072 1.559 -1.213 -1.19 -0.76 -1.47 0.212
H 0.779 0.535 2.550 0.19 0.08 -0.41 0.214
H -1.162 0.399 0.987 -1.04 -0.26 -0.30 0.207
H -4.090 1.754 1.417 -0.31 -0.60 -1.11 0.280
H -3.801 2.641 -0.052 -0.20 -0.69 0.35 0.266
C 1.950 -0.710 0.031 1.77 1.31 -0.63 -0.092
C -0.434 -1.698 0.021 2.12 -0.05 0.83 -0.236
C -4.271 1.674 0.307 2.48 3.54 1.42 -1.097
H 1.035 2.167 1.890 0.52 0.10 -0.33 0.204
H 0.968 -3.371 -0.211 -1.78 0.44 -1.26 0.174
C -0.256 0.840 0.639 1.52 -0.71 -0.27 -0.227
H -0.450 1.733 2.670 0.51 -0.28 -1.06 0.200
H 3.050 0.728 1.218 0.95 -0.23 -1.10 0.230
N 1.284 -0.377 -1.216 -0.74 -3.01 -1.30 -0.461
H -1.050 2.813 -0.020 -0.28 0.30 0.42 0.201
C 0.540 -0.468 0.059 -2.82 2.47 -0.55 0.167
H -1.166 -1.340 -0.629 -1.94 0.73 -0.18 0.239
H 2.212 -1.732 0.155 0.79 -0.68 0.16 0.196
H 1.310 1.087 -2.642 -2.49 2.20 -1.37 0.212
H 0.386 2.286 -0.835 0.60 0.52 -0.28 0.216
H 0.352 -2.655 -1.764 0.06 0.15 -0.93 0.231
C 1.910 0.695 -1.927 3.08 -0.63 2.22 -0.227
H 3.473 2.142 -1.097 -0.14 -1.19 -0.30 0.217
H 2.020 2.310 -0.347 0.49 -1.83 -0.20 0.197
H -0.507 -1.642 2.365 0.22 -0.67 -1.31 0.212
H 3.949 -0.116 -0.294 -0.44 0.65 1.19 0.218
H -0.916 -3.233 1.551 0.46 -0.19 0.10 0.217
```
Positions in Å, forces in eV/Å.

=====

# 3
Molecular formula: FHN2O3
Method: DFT, ωB97M-V/def2-TZVPD

Calculated values
Frontier orbital gap (spin up / spin down) in Ha: 0.3820 / 0.3820
HOMO energy (spin up / spin down) in eV: -11.65 / -11.65
ΔE to the lowest compared entry with this formula, charge and spin in kcal/mol: 63.4
Spin multiplicity: 1

```
7
Properties=species:S:1:pos:R:3:forces:R:3:nbo_charge:R:1
O 0.280 0.498 -1.618 0.26 -0.50 0.50 -0.295
H 0.124 -0.815 1.174 -0.94 -2.02 1.85 0.379
N 0.381 -0.440 -0.887 -0.81 1.24 0.28 0.601
N 0.362 -0.031 0.664 0.97 1.18 -3.80 -0.101
F -1.590 1.276 0.932 0.40 -0.53 -0.34 -0.292
O -0.016 1.118 0.849 -0.13 0.93 1.06 0.036
O 0.460 -1.605 -1.116 0.24 -0.29 0.46 -0.328
```
Positions in Å, forces in eV/Å.

=====

What is the ΔE to the lowest compared entry with this formula, charge and spin in the second record?
60.5 kcal/mol